{"formula": "C3H8IN2O", "method": "ωB97M-V/def2-TZVPD", "symbols": ["C", "C", "C", "N", "N", "O", "I", "H", "H", "H", "H", "H", "H", "H", "H"], "positions_angstrom": [[1.576, 0.326, -1.026], [-0.514, -0.764, -0.256], [-0.790, 0.906, 1.430], [-0.883, -1.884, -0.779], [-0.975, -0.446, 0.910], [1.764, 1.401, -1.824], [2.507, 0.267, 0.772], [1.665, -0.559, -1.537], [-1.817, 1.460, 1.341], [-0.435, 0.947, 2.506], [0.062, 1.372, 1.002], [-1.671, -2.430, -0.401], [-0.741, -1.905, -1.850], [-1.704, -0.964, 1.343], [1.957, 2.272, -1.630]], "mulliken_charge": [-0.303, 0.081, -0.754, -0.319, -0.096, -0.392, 0.332, 0.469, 0.295, 0.304, 0.262, 0.234, 0.309, 0.210, 0.369], "gap_ev": [8.3, 8.3], "total_charge": 1, "relative_energy_kj_mol": 322.1}